# 1
# C18H17BN9Rh

A structure of composition C18H17BN9Rh (ωB97M-V with the def2-TZVPD basis set, the Open Molecules 2025 dataset).

Output
Multiplicity ... 6
HOMO level (alpha / beta) ... -11.6 / -11.7 eV
ΔE to the lowest compared entry with this formula, charge and spin ... 0.0 kcal/mol
LUMO energy (alpha / beta) ... -0.074 / -0.203 Ha
Total charge ... +1
Frontier orbital gap (alpha / beta) ... 9.6 / 6.2 eV
⟨S²⟩ ... 8.812

Last column: Löwdin spin population.
Positions of all 46 atoms, in Å:
Rh -0.49915 -0.01047 0.32544  2.495
H 2.88416 0.03051 0.66806  0.001
N -1.26913 0.18710 -4.88499  0.000
C 1.54867 -0.04243 5.59766  0.000
H -2.28345 4.21274 -2.39827  0.001
B -0.05107 0.03088 -2.79860  0.002
H 2.50636 -0.05453 6.09842  -0.003
C -1.87422 -3.20190 -2.22909  0.009
H 2.38893 -0.05586 3.62491  0.007
C 0.21710 -0.02679 3.58263  0.196
C -1.22901 -2.29572 -3.05041  0.019
H -1.93834 0.00138 3.86734  0.008
H 2.85946 0.28916 -3.60515  0.001
C -0.88529 -0.01023 5.73565  0.000
H 0.70860 -0.43200 -7.44010  0.000
H 4.55276 0.25732 -1.50303  0.001
N 1.35942 0.05700 -2.12382  0.006
N -1.16575 1.47540 -1.00610  0.129
N 0.13753 -0.02483 2.28383  1.174
H 1.90931 -0.48017 -5.03979  0.000
H -1.06100 -2.30641 -4.11231  0.001
C -1.84623 3.26435 -2.14938  0.009
C 3.48223 0.17559 -1.48625  0.002
N 1.37851 -0.00295 -0.76966  0.108
H -2.15978 2.98521 0.04773  0.002
C -1.08310 0.04022 -6.17928  0.000
H -1.07055 2.41222 -4.06830  0.001
C 0.37044 -0.02582 6.35342  0.219
H -1.91845 0.14445 -6.85170  0.000
C -1.82135 -2.62814 -0.96721  0.027
N -0.81569 1.30919 -2.30722  0.007
N -0.04338 0.00218 -4.30503  0.000
C 1.49461 -0.04323 4.22888  0.184
N -1.17755 -1.46152 -1.02556  0.129
H 0.43069 -0.02503 7.43312  0.011
H -2.32233 -4.13559 -2.51182  0.001
C 0.88306 -0.25698 -5.26290  0.000
C 2.62416 0.17921 -2.56348  0.003
H -1.78226 0.00234 6.33862  -0.003
H -2.20599 -2.98626 -0.02678  0.002
C -0.98207 -0.01065 4.36889  0.189
C -1.22547 2.37354 -3.00557  0.019
N -0.81426 -1.25669 -2.31534  0.007
C 0.25832 -0.25093 -6.48164  0.000
C 2.64372 0.05964 -0.38157  0.009
C -1.78984 2.65044 -0.90716  0.027

# 2
# C5H12N2O

A structure of composition C5H12N2O (ωB97M-V with the def2-TZVPD basis set, the Open Molecules 2025 dataset).

Output
HOMO level ... -7.5 eV
ΔE to the lowest compared entry with this formula, charge and spin ... 98.3 kcal/mol
LUMO energy ... 0.027 Ha
Total charge ... 0
Frontier orbital gap ... 8.2 eV

Last column: natural (NBO) charge in e.
Positions of all 20 atoms, in Å:
H -2.41532 0.62815 -1.06446  0.243
H -0.94264 0.52331 1.64749  0.211
H 0.85017 1.98108 0.12659  0.393
H 2.26718 -1.26973 -1.43364  0.351
H -0.32470 -1.71053 0.92935  0.173
H 1.55480 -0.17650 1.84252  0.201
H 2.67785 0.64817 0.76156  0.211
N 0.23411 1.26717 -0.26026  -0.745
H -2.58654 1.81067 0.26929  0.218
C 2.02484 -0.22290 0.85785  -0.676
C -2.39516 0.76597 0.01759  -0.659
H 2.66175 -1.10874 0.83514  0.229
N 1.44446 -0.67045 -1.49816  -0.981
H -0.25604 -1.57102 -1.63718  0.503
H -0.00797 1.38926 -1.24196  0.408
H -3.21059 0.15258 0.41814  0.239
O -1.03135 -1.49881 -1.02159  -0.750
C 1.04827 -0.25324 -0.29957  0.393
C -1.10557 0.27941 0.60107  0.097
C -0.48758 -0.96385 0.15023  -0.061

# 3
# C17H29ClNO2P2Ru

A structure of composition C17H29ClNO2P2Ru (ωB97M-V with the def2-TZVPD basis set, the Open Molecules 2025 dataset).

Output
Multiplicity ... 5
HOMO level (alpha / beta) ... -7.3 / -11.6 eV
LUMO energy (alpha / beta) ... -0.112 / -0.219 Ha
Total charge ... +1
Frontier orbital gap (alpha / beta) ... 4.3 / 5.6 eV
⟨S²⟩ ... 6.034

Last column: Löwdin spin population.
Positions of all 53 atoms, in Å:
C -0.72745 2.40461 -0.31535  0.077
O 0.50769 -2.52027 -3.03006  0.002
C -0.59902 2.69744 -1.70874  0.009
C -0.81933 -2.62766 0.92558  0.162
P 1.57002 0.85384 1.04414  0.131
N 0.09684 -1.66098 1.01642  0.317
H 0.90721 -1.66344 -2.76400  0.001
C -1.14502 3.41003 0.54292  0.028
C -0.97449 3.94643 -2.20191  0.001
H 1.05457 1.14948 3.32460  0.001
H -4.56535 -0.54767 -0.62296  0.007
C -2.17529 -1.25361 -2.26225  0.014
H 1.08501 -3.19952 -2.68175  0.000
C -0.51286 -3.90700 1.36263  0.048
C 1.34415 -1.90631 1.46782  0.181
H 1.00909 -5.16502 2.21800  0.020
H -3.72759 1.02571 -0.85487  0.001
H -1.68615 5.91776 -1.71705  0.000
H 3.09536 0.90505 -0.84306  0.000
H -0.92778 4.12745 -3.27561  0.000
H -1.06828 0.82620 -0.90110  0.024
C 0.77124 -4.18649 1.84635  0.303
H 2.37816 -0.62066 2.79359  0.008
Ru -0.50059 0.28964 0.54793  1.945
H 2.24994 2.45681 -0.53011  0.001
H 3.22984 -0.78196 1.28311  0.005
H -1.25068 -1.79672 -2.51069  0.000
H -0.26756 1.89356 -2.37432  0.003
C -3.74448 0.09454 -0.27247  0.035
C -1.41098 4.94856 -1.33189  0.007
C 1.71852 -3.17768 1.84913  0.042
H 1.49267 2.68725 2.50714  0.000
H 4.22137 -1.91418 -2.32893  0.000
H -2.90029 -2.22187 1.23208  0.008
H -2.50682 -3.10493 -0.26849  0.004
C 2.23225 -0.72507 1.71784  0.031
H -3.85443 0.33802 0.79185  0.001
H -3.03727 -1.91216 -2.42537  0.002
H -1.30554 -4.62982 1.30890  -0.002
H -2.26644 -0.36197 -2.89282  0.001
C 2.77037 1.60997 -0.06423  0.022
H -1.80856 5.45318 0.73166  0.001
C -1.48074 4.68259 0.03722  0.004
H 2.78025 1.53279 3.02667  0.006
H 3.64610 1.96835 0.49817  0.004
Cl -1.63589 0.46153 2.63973  0.371
H 4.79890 -2.43795 -1.04594  0.000
C -2.18484 -2.29914 0.39939  0.032
P -2.17017 -0.72864 -0.52877  0.105
O 5.02951 -1.85249 -1.81248  0.001
H 2.74549 -3.29355 2.19248  -0.003
C 1.75718 1.64424 2.64754  0.039
H -1.23782 3.17172 1.61232  0.002

# 4
# C6H7NO2

The molecule C6H7NO2 (ωB97M-V with the def2-TZVPD basis set, the Open Molecules 2025 dataset).

Output
HOMO level ... -10.3 eV
ΔE to the lowest compared entry with this formula, charge and spin ... 100.1 kcal/mol
LUMO energy ... 0.001 Ha
Total charge ... 0
Structure (SMILES) ... [H]/N=C(\O)C(=O)CCC#C
Frontier orbital gap ... 10.3 eV

Last column: natural (NBO) charge in e.
Positions of all 16 atoms, in Å:
C 0.98605 0.29378 -2.59308  -0.019
H -1.04742 0.27369 -2.06734  0.251
H -0.16837 -1.20488 -1.68092  0.241
C -0.89965 -0.07236 0.70477  0.522
N -0.99791 0.80879 3.08084  -0.563
H 0.15654 1.50050 -0.22487  0.259
O -0.16386 -1.23761 2.96874  -0.772
H 2.74309 0.95367 -3.89493  0.242
C 1.89286 0.63100 -3.32062  -0.229
H 1.12165 0.08246 0.12383  0.240
C -0.08948 -0.10791 -1.68466  -0.480
C 0.14038 0.40013 -0.26222  -0.492
O -1.99197 -0.49250 0.39611  -0.465
H -0.32242 -1.93042 2.30586  0.469
H -0.80122 0.01884 3.97925  0.407
C -0.55829 0.08282 2.16923  0.390

# 5
# C4H11NOSi

A cluster of 2 separate species, C4H11NOSi in total (ωB97M-V with the def2-TZVPD basis set, the Open Molecules 2025 dataset).

Output
HOMO level ... -8.4 eV
ΔE to the lowest compared entry with this formula, charge and spin ... 80.7 kcal/mol
LUMO energy ... -0.007 Ha
Total charge ... 0
Frontier orbital gap ... 8.2 eV

Last column: natural (NBO) charge in e.
Positions of all 18 atoms, in Å:
H -1.26196 1.75625 0.48860  -0.337
N 2.86938 -0.30135 0.05897  -0.415
H 2.15289 1.37559 0.98250  0.219
Si -2.23602 0.80595 0.13450  0.958
H 2.26546 0.13013 2.11628  0.166
H 2.53120 -3.30032 -0.97342  0.216
H -5.17208 0.88615 0.14683  0.175
H 3.90455 0.58401 1.56839  0.218
H 1.80244 -1.82785 0.86865  0.123
C 2.88093 0.53267 1.29128  -0.451
C 2.34327 -1.42599 0.04740  0.137
H 1.22278 -2.22221 -1.46970  0.222
H -5.29361 2.50333 -0.13047  0.183
H -5.11010 1.23782 -1.36237  0.178
H 2.95734 -1.88846 -1.87391  0.224
C 2.22407 -2.32018 -1.16774  -0.661
O -3.36696 1.84776 -0.30991  -0.897
C -4.71359 1.62670 -0.41587  -0.258

# 6
# C4H15O7

A cluster of 5 separate species, C4H15O7 in total (ωB97M-V with the def2-TZVPD basis set, the Open Molecules 2025 dataset).

Output
HOMO level ... -5.8 eV
ΔE to the lowest compared entry with this formula, charge and spin ... 53.8 kcal/mol
LUMO energy ... 0.124 Ha
Total charge ... -1
Frontier orbital gap ... 9.2 eV

Last column: natural (NBO) charge in e.
Positions of all 26 atoms, in Å:
H 2.55147 1.56813 1.38689  0.228
H -0.97797 -2.97185 -0.57654  0.462
C 0.98903 1.69442 -0.29274  0.094
H 0.80357 2.67688 -2.23654  0.225
H 0.16007 2.36801 0.19802  0.182
H -0.79590 -1.78008 1.84135  0.506
H -1.11320 1.41871 -2.30964  0.497
H -2.74324 -0.56365 -0.32183  0.462
H -1.22697 -0.72400 2.72731  0.508
H -0.51402 0.74692 -3.52011  0.462
H 0.20464 -2.21940 -0.35608  0.499
C 1.18188 -0.10866 1.48791  0.809
O 0.76934 0.17208 2.58299  -0.769
H 2.22915 1.99422 -2.14429  0.207
H 1.83379 3.51671 -1.30848  0.197
O -0.20619 -2.88836 -1.08296  -0.983
H -2.76004 -1.30787 1.07624  0.502
O -3.21761 -1.28083 0.16991  -1.013
O -1.66426 -1.48283 2.25055  -0.996
H 0.30747 -0.12176 -0.90412  0.506
H 2.86275 0.56795 0.10821  0.208
O 0.15735 0.83021 -1.08884  -0.792
O -1.16809 1.32046 -3.26342  -0.966
C 1.58039 2.48860 -1.44927  -0.646
O 0.90414 -1.12580 0.96420  -0.814
C 2.01220 1.00425 0.60078  -0.573